67
Properties=species:S:1:pos:R:3:lowdin_spin:R:1 method="wB97M-V/def2-TZVPD" homo_ha="-0.4308 / -0.4206" spin_multiplicity=2 energy_ev=-71863.0576 homo_lumo_gap_ev="5.968 / 5.765" s2=1.10 max_force_ev_per_a=4.8 charge=+1
Ru -1.9111 -1.1481 0.6597 0.70
S 0.3796 -0.9054 0.3592 0.03
C 0.6738 0.8199 0.3092 0.00
N 1.9511 1.2542 0.2457 -0.02
C 2.1658 2.6581 -0.0188 0.00
C 1.1675 3.4715 0.7982 0.00
N -0.1787 3.0433 0.4898 -0.06
C -1.1845 4.0663 0.3027 0.00
C -0.8303 4.8722 -0.9274 0.00
C -0.3836 6.1837 -0.8241 0.00
C 0.0180 6.8737 -1.9555 0.00
C -0.0096 6.2545 -3.1931 0.00
C -0.4720 4.9531 -3.3063 0.00
C -0.8780 4.2637 -2.1777 0.00
C -0.3993 1.7197 0.3330 -0.01
S -2.0359 1.1232 0.1826 0.08
C 3.0889 0.3703 0.2452 0.00
C 3.6504 0.1715 -1.1445 0.00
C 4.9520 0.5491 -1.4426 0.00
C 5.4748 0.2971 -2.6984 0.00
C 4.6960 -0.3107 -3.6675 0.00
C 3.3855 -0.6589 -3.3833 0.00
C 2.8619 -0.4139 -2.1278 0.00
H 2.0206 2.8630 -1.0860 0.00
H 3.1900 2.9151 0.2539 0.00
H 1.2586 4.5318 0.5648 0.00
H 1.3648 3.3297 1.8678 0.00
H -1.2046 4.7046 1.1913 0.00
H -2.1561 3.5809 0.1960 0.00
H -0.3741 6.6802 0.1347 0.00
H 0.3540 7.8948 -1.8659 0.00
H 0.3224 6.7896 -4.0690 0.00
H -0.5141 4.4776 -4.2738 0.00
H -1.2531 3.2546 -2.2654 0.00
H 2.7709 -0.5937 0.6495 0.00
H 3.8577 0.7934 0.8984 0.00
H 5.5652 1.0244 -0.6918 0.00
H 6.4928 0.5749 -2.9193 0.00
H 5.1082 -0.5046 -4.6454 0.00
H 2.7745 -1.1217 -4.1419 0.00
H 1.8414 -0.6887 -1.9028 0.00
O -5.7441 -2.4395 0.4198 0.03
C -4.5543 -2.2932 0.5337 0.00
O -3.9015 -1.2071 0.6787 0.04
C -3.6295 -3.5251 0.5244 0.00
C -4.2136 -4.7951 0.5140 0.00
C -3.3961 -5.8929 0.5385 0.01
C -2.0005 -5.7123 0.5479 0.00
C -1.0959 -6.7952 0.5764 0.00
C 0.2534 -6.5831 0.5471 0.00
C 0.7565 -5.2742 0.4999 0.00
C -0.0913 -4.1991 0.5045 0.00
C -1.4864 -4.3785 0.5290 0.00
N -2.3263 -3.3047 0.5319 0.00
H -5.2897 -4.8572 0.4927 0.00
H -3.8099 -6.8891 0.5522 0.00
H -1.5017 -7.7940 0.6295 0.00
H 0.9337 -7.4197 0.5729 0.00
H 1.8237 -5.1204 0.4721 0.00
H 0.3070 -3.1962 0.4972 0.00
O -1.5625 -0.9735 2.9134 0.16
N -2.5243 -0.6448 3.6595 0.08
C -2.7639 -1.0634 4.8577 -0.01
C -3.8704 -0.6026 5.6132 0.00
N -4.7405 -0.2844 6.2851 -0.01
C -1.9385 -2.0100 5.5271 0.00
N -1.2325 -2.7596 6.0269 -0.01